No. 1
# C15H14IrN3OS

C15H14IrN3OS as an isolated structure (the ωB97M-V functional and the def2-TZVPD basis, the Open Molecules 2025 dataset).

Each line ends with the Mulliken charge.
Element x y z (Å)
1 Ir -1.5983 -1.1626 -0.2058  1.14
2 N -0.9571 -1.4346 4.0318  -0.40
3 C -1.1636 -1.1005 2.7435  0.63
4 S -2.1797 -2.1448 1.7717  -0.39
5 N -0.5954 -0.0329 2.2678  -1.04
6 N -0.9347 0.2429 0.9651  0.34
7 C -0.6939 1.4446 0.5232  -0.27
8 C -0.8225 1.9423 -0.7991  0.72
9 C -0.4275 3.2960 -0.9818  -0.81
10 C -0.4787 3.9004 -2.2023  -0.73
11 C -0.9357 3.1579 -3.3061  -0.39
12 C -1.3263 1.8509 -3.1706  -0.58
13 C -1.2958 1.2075 -1.9188  0.80
14 O -1.7166 -0.0356 -1.8660  -0.80
15 H -1.4236 -2.2330 4.4222  0.21
16 H -0.5780 -0.7458 4.6597  0.25
17 H -0.3291 2.1227 1.2883  0.45
18 H -0.0771 3.8466 -0.1170  0.37
19 H -0.1758 4.9305 -2.3222  0.43
20 H -0.9864 3.6249 -4.2814  0.39
21 H -1.6875 1.2830 -4.0175  0.46
22 C -0.2333 -2.1832 -1.3804  -1.65
23 C 0.7879 -1.8838 -0.3973  0.89
24 C 1.6051 -0.7345 -0.5567  -0.21
25 C 2.5585 -0.4307 0.3791  -0.69
26 C 2.7392 -1.2661 1.4891  -0.33
27 C 1.9777 -2.4201 1.6455  -0.60
28 C 1.0128 -2.7326 0.7145  -0.33
29 H -0.6242 -3.2038 -1.3858  0.60
30 H -0.1288 -1.7325 -2.3602  0.32
31 H 1.4584 -0.1061 -1.4277  0.50
32 H 3.1824 0.4445 0.2570  0.46
33 H 3.4899 -1.0168 2.2276  0.43
34 H 2.1465 -3.0679 2.4945  0.44
35 H 0.4111 -3.6270 0.8163  0.40

Its spin multiplicity is 2. The value obtained for the lowest unoccupied orbital energy (spin up / spin down) is -5.2072 / -6.0791 eV. As for the orbital gap (spin up / spin down): 6.219 / 5.362 eV. As for the total charge: +1. As for the expectation value of S²: 0.803. The value obtained for the HOMO energy (spin up / spin down) is -0.420 / -0.420 Ha.

---

No. 2
# C15H14N2O2

One molecule with the formula C15H14N2O2 at a distorted geometry (the ωB97M-V functional and the def2-TZVPD basis, the Open Molecules 2025 dataset).

Each line ends with the Mulliken charge.
Element x y z (Å)
1 C 1.1273 -0.5364 3.8379  -1.33
2 C 0.6340 -0.3414 2.4404  0.38
3 N 0.3523 0.8453 2.0768  -0.85
4 N -0.1612 1.2203 0.9227  -0.22
5 C 0.4980 1.3681 -0.1636  0.03
6 C -0.1009 1.9021 -1.3620  0.95
7 C 0.6601 1.9550 -2.5338  -0.70
8 C 0.1312 2.4436 -3.7080  -0.68
9 C -1.1807 2.8990 -3.7325  -0.38
10 C -1.9517 2.8637 -2.5894  -0.57
11 C -1.4317 2.3664 -1.3960  0.30
12 O -2.2240 2.3574 -0.3117  -0.66
13 C 0.4887 -1.5325 1.5739  0.64
14 C 1.5686 -2.3972 1.4042  -0.68
15 C 1.4843 -3.4895 0.5656  -0.74
16 C 0.3040 -3.7428 -0.1166  -0.39
17 C -0.7813 -2.9083 0.0470  -0.53
18 C -0.7043 -1.8010 0.8881  0.72
19 O -1.8298 -1.0586 1.0309  -0.66
20 H 1.1196 0.4123 4.3670  0.39
21 H 2.1415 -0.9309 3.8293  0.33
22 H 0.4961 -1.2544 4.3598  0.33
23 H 1.5543 1.0933 -0.2200  0.35
24 H 1.6799 1.5979 -2.5056  0.35
25 H 0.7335 2.4729 -4.6030  0.39
26 H -1.6014 3.2837 -4.6494  0.37
27 H -2.9717 3.2142 -2.5901  0.43
28 H -1.7116 1.9885 0.4379  0.47
29 H 2.4939 -2.1890 1.9211  0.34
30 H 2.3364 -4.1402 0.4416  0.39
31 H 0.2302 -4.5942 -0.7759  0.39
32 H -1.7133 -3.0876 -0.4649  0.42
33 H -1.6702 -0.2796 1.5784  0.43

As for the SMILES: C/C(=N/N=C/c1ccccc1O)c1ccccc1O. The value obtained for the lowest unoccupied orbital energy is 0.4542 eV. As for the orbital gap: 8.788 eV. The value obtained for the HOMO energy is -0.306 Ha.